# C23H72O14

A cluster of 13 separate species, C23H72O14 in total (wB97M-V/def2-TZVPD, OMol25).

Geometry (Å):
O 0.5020 -3.3695 2.1665
H 1.3423 -3.2567 2.6109
H -0.0167 -2.6123 2.4382
O -4.3418 -2.3604 2.5459
H -4.5940 -1.4415 2.4553
H -3.9115 -2.4081 3.3996
O -2.3614 -0.2738 5.1152
H -2.1458 0.3528 5.8059
H -2.2294 -1.1314 5.5194
O 0.8339 -1.0082 6.0301
H 1.3824 -1.2796 5.2941
H 0.0370 -0.6685 5.6230
O 2.5623 -1.9669 4.1364
H 2.9045 -2.8472 4.2920
H 3.2126 -1.5534 3.5686
C -1.2635 -6.1005 1.0990
C -2.2179 -7.2741 0.8506
O -2.6491 -7.9376 2.0955
O -1.8038 -4.9450 1.6291
H -0.7184 -5.8674 0.1843
H -0.4633 -6.4699 1.7403
H -1.6370 -8.0454 0.3448
H -3.0856 -7.0949 0.2159
H -3.4867 -7.5670 2.3832
H -1.1189 -4.2754 1.6928
C 0.4132 2.5759 -2.3245
C 1.4891 3.3310 -1.5122
C 2.9873 2.9800 -1.7955
O 1.2540 4.7372 -1.8221
H -0.6076 2.8569 -2.0651
H 0.4112 1.4913 -2.2162
H 0.7450 2.7506 -3.3479
H 1.3043 3.1867 -0.4477
H 3.3839 2.0464 -1.3965
H 3.5628 3.7924 -1.3518
H 3.2464 3.0797 -2.8496
H 0.3361 4.9560 -1.6451
C 4.3757 1.6832 2.1030
C 4.3598 0.3544 1.3188
C 5.5641 0.1876 0.3881
O 4.4321 -0.5290 2.3723
H 3.6205 1.7761 2.8835
H 4.1444 2.4890 1.4063
H 5.3783 1.9353 2.4483
H 3.3507 0.2236 0.9279
H 5.3588 0.6751 -0.5650
H 5.6912 -0.8168 -0.0159
H 6.4734 0.5891 0.8352
H 5.2383 -0.2399 2.8062
C -4.3139 0.7302 -2.0884
C -3.8154 1.9943 -1.4059
C -4.6841 3.2115 -1.5453
O -3.7164 1.6405 -0.0560
H -4.3478 0.8005 -3.1757
H -5.3476 0.5439 -1.7969
H -3.5844 -0.0522 -1.8792
H -2.8624 2.2215 -1.8836
H -5.6104 3.2269 -0.9711
H -4.8278 3.3966 -2.6098
H -4.2189 4.1382 -1.2091
H -3.3076 2.4093 0.3483
C 3.2825 -0.8582 -4.4152
C 3.8907 -1.3640 -3.1432
C 3.0052 -0.9864 -1.9423
O 4.0420 -2.7602 -3.1252
H 3.8903 -1.1753 -5.2625
H 3.1343 0.2212 -4.4474
H 2.2352 -1.1571 -4.4612
H 4.8650 -0.9148 -2.9506
H 2.9387 0.0995 -2.0090
H 3.4096 -1.3344 -0.9918
H 2.0565 -1.5178 -1.8670
H 4.5398 -2.9657 -2.3305
C -1.7820 0.9828 -5.0604
C -1.0904 -0.3841 -4.7645
C -1.9646 -1.3112 -3.9255
O -0.8616 -1.0395 -5.9357
H -1.7822 1.5088 -4.1058
H -2.7973 0.6650 -5.2975
H -1.4387 1.6385 -5.8606
H -0.1700 -0.0902 -4.2600
H -2.8673 -1.5945 -4.4667
H -2.1858 -0.7785 -3.0006
H -1.5314 -2.2767 -3.6644
H -0.4103 -0.5709 -6.6417
C -0.8848 4.8184 2.6209
C -1.3920 3.4972 2.0480
C -2.0620 2.6155 3.1200
O -2.3276 3.8539 0.9817
H -1.7066 5.3973 3.0425
H -0.3508 5.3035 1.8038
H -0.0952 4.5450 3.3209
H -0.6416 2.9515 1.4760
H -1.3158 1.9394 3.5372
H -2.8751 2.0404 2.6770
H -2.4862 3.2307 3.9135
H -1.8558 4.3432 0.3038
C 0.4525 0.1774 2.0866
C -0.8541 -0.3911 1.4284
C -0.5804 -0.9981 0.0071
O -1.3719 -1.3664 2.3753
H 0.2676 0.5071 3.1090
H 0.8200 1.0238 1.5065
H 1.1843 -0.6296 2.1233
H -1.5440 0.4437 1.3042
H -1.5349 -1.1767 -0.4880
H 0.0440 -1.8881 0.0865
H -0.0081 -0.3049 -0.6093
H -1.8982 -0.9405 3.0559

The total charge is -1. The expectation value of S² is 0.751. Its energy above the lowest of the compared OMol25 structures with the same formula, charge and spin is 0.0 kcal per mole. Its spin multiplicity is 2. The value obtained for the HOMO energy (alpha / beta) is 0.18 / -7.43 eV.

***

# C23H73N3O13

A cluster of 12 separate species, C23H73N3O13 in total (wB97M-V/def2-TZVPD, OMol25).

Geometry (Å):
C 2.0355 -14.1862 11.6400
O 2.3281 -13.1234 10.7380
H 2.8212 -14.1602 12.4033
H 1.0730 -14.0982 12.1411
H 2.1327 -15.1576 11.1510
H 2.7295 -13.4918 9.9491
C 0.5090 -10.5170 16.5717
O 1.8722 -10.4703 16.1896
H 0.4051 -10.7411 17.6308
H -0.0286 -9.5822 16.3828
H -0.0252 -11.2917 16.0115
H 1.8931 -10.2931 15.2390
C 2.4203 -10.9473 13.0998
O 2.0040 -9.6296 13.4502
H 3.2561 -11.2543 13.7217
H 1.6595 -11.7343 13.1437
H 2.6967 -10.8980 12.0450
H 1.3409 -9.2844 12.8492
C -4.4864 -16.7901 15.4869
O -3.5290 -15.8882 15.9955
H -5.1569 -17.1080 16.2858
H -5.0570 -16.3466 14.6692
H -4.0224 -17.7369 15.1789
H -2.8659 -15.6932 15.3250
C 4.1385 -16.1457 14.1997
O 4.5688 -17.2880 13.4540
H 4.7535 -15.2679 13.9869
H 3.1054 -15.9460 13.9304
H 4.1441 -16.3754 15.2676
H 5.5101 -17.3888 13.6176
C 4.0629 -13.2403 17.2255
O 2.8498 -12.6194 17.5985
H 4.3831 -12.8721 16.2436
H 4.8684 -13.0858 17.9475
H 3.9202 -14.3182 17.0932
H 2.7351 -11.8377 17.0331
C -1.2976 -19.5696 11.6220
O -2.6272 -19.6778 11.1228
H -1.3767 -19.2870 12.6710
H -0.7760 -20.5320 11.6085
H -0.7265 -18.8243 11.0618
H -2.5591 -20.0863 10.2501
C -3.0948 -12.5498 14.0528
O -3.0557 -11.4215 14.9245
H -3.8928 -12.3920 13.3232
H -2.1140 -12.7440 13.6283
H -3.3488 -13.4878 14.5658
H -3.9679 -11.1893 15.1110
C -2.5652 -13.7611 7.8776
O -2.7441 -14.6747 8.9462
H -1.6492 -14.0055 7.3322
H -3.3908 -13.8083 7.1563
H -2.5672 -12.7559 8.2896
H -2.9542 -15.5451 8.5724
C -2.0468 -21.5227 7.7292
O -2.3586 -20.2428 8.2301
C -1.5803 -19.2305 7.6356
C -1.9319 -17.8555 8.1861
N -3.1780 -17.2859 7.6683
C -4.4017 -17.8706 8.2252
C -5.6137 -17.2554 7.5445
O -5.8685 -18.0042 6.3632
C -6.7374 -17.3372 5.4803
H -1.1681 -21.9565 8.2178
H -1.8400 -21.4983 6.6530
H -2.8991 -22.1885 7.8543
H -1.7266 -19.1868 6.5453
H -0.5092 -19.4368 7.7785
H -1.1350 -17.1627 7.9051
H -1.9713 -17.8929 9.2763
H -3.2252 -17.4257 6.6635
H -4.4554 -17.6853 9.3001
H -4.4547 -18.9527 8.0741
H -5.4208 -16.1987 7.3256
H -6.4988 -17.3019 8.1907
H -6.7639 -17.9116 4.5543
H -6.4258 -16.3097 5.2705
H -7.7706 -17.3068 5.8511
C 0.4044 -15.2544 20.0282
C -0.4393 -16.5062 19.8764
C 0.4546 -17.7584 19.8302
O 1.0156 -17.9679 18.5390
C 2.4117 -17.8229 18.4863
N -1.3512 -16.5974 21.0406
H 0.8736 -15.0516 19.0536
H 1.2000 -15.3483 20.7658
H -0.1482 -14.3346 20.2162
H -1.0834 -16.5402 18.9990
H -0.1924 -18.6222 20.0207
H 1.2057 -17.7157 20.6237
H 2.7605 -18.2397 17.5343
H 2.9281 -18.4611 19.2130
H 2.7817 -16.7944 18.5217
H -0.8583 -16.8669 21.8902
H -1.9742 -17.3928 20.9090
C 0.3701 -14.2225 15.4150
C -0.0295 -15.7139 15.3630
C -0.3702 -16.2014 13.9678
O -1.3330 -15.3515 13.4047
C -1.6131 -15.6511 12.0673
N 1.1194 -16.3940 15.9536
H -0.4375 -13.5738 15.0770
H 1.2300 -14.0464 14.7599
H 0.6844 -14.0107 16.4355
H -0.9658 -15.7088 15.9423
H -0.7506 -17.2376 13.9652
H 0.5622 -16.3111 13.3858
H -2.3206 -14.9556 11.6112
H -2.0290 -16.6563 11.9285
H -0.7369 -15.5351 11.4138
H 1.2101 -16.0562 16.9018
H 0.9844 -17.3977 16.0078

As for the SMILES: COC[C@H](C)N.COC[C@H](C)N.COCCNCCOC.CO.CO.CO.CO.CO.CO.CO.CO.CO. The value obtained for the HOMO energy is -9.00 eV.

***

What E values result from the calculations? In sequence: -1972.74331 -2062.23724 Ha.